ORCA calculation (ωB97M-V with the def2-TZVPD basis set) on a single C7H6N2O2 molecule.

```
17
Properties=species:S:1:pos:R:3
N 3.78 -0.63 -0.14
C 2.55 -0.04 -0.19
C 1.41 -0.78 -0.08
C 0.39 0.15 0.32
C -1.03 0.14 0.16
C -1.95 1.21 -0.07
C -3.31 0.59 -0.35
C -3.10 -0.77 0.00
O -1.75 -0.98 0.27
N 0.94 1.40 0.48
O 2.38 1.40 -0.03
H 4.56 -0.12 -0.07
H 3.79 -1.65 0.00
H 1.18 -1.79 0.06
H -1.98 2.40 -0.22
H -4.32 1.16 -0.42
H -3.52 -1.71 0.27
```

energy above the lowest of the compared OMol25 structures with the same formula, charge and spin	540.6	kJ/mol
E_tot	-14426.5278	eV
HOMO level	-8.220	eV
SMILES	Nc1cc(-c2ccco2)no1

ORCA calculation (ωB97M-V with the def2-TZVPD basis set) on C34H72N3O3P2S2SiY as an isolated structure.

```
118
Properties=species:S:1:pos:R:3
Y 0.92 0.43 0.16
C 4.44 -0.60 -1.35
C 4.34 0.87 -1.14
C 5.37 1.71 -1.51
C 5.21 3.08 -1.27
C 4.09 3.55 -0.66
C 3.05 2.63 -0.26
N 3.23 1.31 -0.55
N 1.94 2.93 0.39
Si 1.64 4.48 1.08
C 1.39 5.88 -0.13
C 3.12 4.97 2.18
C 0.15 4.40 2.19
H 5.21 -1.03 -0.70
H 4.71 -0.83 -2.39
H 3.49 -1.07 -1.10
H 6.26 1.31 -1.99
H 5.99 3.78 -1.56
H 3.95 4.60 -0.48
H 2.23 5.99 -0.81
H 1.27 6.82 0.42
H 0.48 5.73 -0.72
H 3.73 5.75 1.72
H 3.76 4.12 2.38
H 2.76 5.36 3.14
H -0.75 4.24 1.60
H 0.04 5.35 2.72
H 0.24 3.59 2.92
C 1.63 0.36 4.86
C 1.07 -0.28 3.58
C -0.07 -1.22 3.96
C 0.60 0.75 2.55
H 1.92 -0.39 5.61
H 0.88 1.02 5.30
H 2.51 0.97 4.63
H 1.87 -0.90 3.15
H -0.84 -0.66 4.50
H 0.26 -2.04 4.61
H -0.54 -1.65 3.08
H 1.24 1.65 2.63
H -0.40 1.10 2.85
C -5.56 1.42 0.75
C -4.55 2.55 0.81
C -3.29 2.17 1.56
O -4.26 2.88 -0.54
P -3.50 4.26 -0.97
S -4.17 5.76 0.13
S -1.56 3.96 -1.06
O -4.05 4.30 -2.48
C -5.37 4.05 -2.92
C -6.45 4.43 -1.93
C -5.46 2.59 -3.35
H -5.83 1.11 1.76
H -5.13 0.56 0.23
H -6.46 1.73 0.23
H -5.00 3.44 1.28
H -2.74 1.39 1.02
H -3.54 1.80 2.56
H -2.62 3.03 1.66
H -5.47 4.69 -3.81
H -6.49 3.72 -1.10
H -7.41 4.41 -2.45
H -6.28 5.42 -1.51
H -5.28 1.95 -2.49
H -4.72 2.36 -4.11
H -6.46 2.37 -3.75
C -1.08 -3.32 -1.44
C -0.43 -3.81 -0.14
C -0.74 -5.30 0.05
C -1.14 -3.03 0.97
P 1.41 -3.27 -0.17
N 1.60 -1.77 0.11
C 2.33 -4.28 1.17
C 2.55 -5.78 0.96
C 1.56 -4.08 2.48
C 3.69 -3.61 1.40
C 2.10 -3.84 -1.87
C 3.63 -3.90 -1.81
C 1.73 -2.74 -2.90
C 1.66 -5.21 -2.40
H -2.17 -3.43 -1.33
H -0.79 -3.90 -2.31
H -0.87 -2.27 -1.61
H -1.82 -5.44 -0.07
H -0.48 -5.66 1.05
H -0.25 -5.94 -0.68
H -2.22 -3.10 0.81
H -0.87 -1.98 0.95
H -0.93 -3.42 1.97
H 1.62 -6.33 0.80
H 3.01 -6.20 1.87
H 3.22 -6.00 0.14
H 0.64 -4.66 2.52
H 1.33 -3.04 2.64
H 2.19 -4.43 3.31
H 4.42 -3.85 0.64
H 4.09 -3.96 2.36
H 3.57 -2.53 1.44
H 4.07 -3.03 -1.37
H 4.01 -3.98 -2.84
H 3.98 -4.78 -1.27
H 1.54 -1.78 -2.42
H 0.83 -3.00 -3.47
H 2.55 -2.62 -3.61
H 1.91 -6.02 -1.72
H 2.21 -5.40 -3.33
H 0.61 -5.28 -2.64
C -1.90 0.13 -3.35
C -1.84 0.49 -1.87
C -3.03 -0.11 -1.11
O -0.61 0.08 -1.32
H -2.85 0.44 -3.79
H -1.78 -0.94 -3.48
H -1.09 0.63 -3.88
H -1.93 1.59 -1.79
H -3.14 -1.17 -1.33
H -3.96 0.40 -1.37
H -2.87 -0.01 -0.03
```

energy above the lowest of the compared OMol25 structures with the same formula, charge and spin	40.6	kJ/mol
E_tot	-96217.3053	eV
HOMO level	-2.159	eV
charge	-2

ORCA calculation (ωB97M-V with the def2-TZVPD basis set) on C21H21ClIrN3O4 as an isolated structure.

```
51
Properties=species:S:1:pos:R:3
Ir 0.01 -0.52 -0.95
O -2.68 -1.81 -2.97
Cl -2.21 -0.58 -2.50
O -2.98 0.53 -2.87
O -0.76 -0.37 -2.89
O -2.03 -0.62 -0.97
C 1.01 -0.76 3.29
C 0.57 -0.29 2.05
N 0.62 -1.03 0.95
C 1.09 -2.32 1.04
C 1.55 -2.85 2.25
C 1.50 -2.03 3.39
C 2.04 -4.20 2.29
C 2.07 -4.95 1.17
C 1.60 -4.43 -0.08
C 1.60 -5.18 -1.27
C 1.13 -4.62 -2.43
C 0.65 -3.31 -2.40
N 0.65 -2.58 -1.30
C 1.12 -3.12 -0.14
H 0.95 -0.10 4.15
H 0.18 0.71 1.93
H 1.85 -2.42 4.34
H 2.38 -4.60 3.23
H 2.43 -5.97 1.20
H 1.98 -6.20 -1.27
H 1.11 -5.17 -3.36
H 0.26 -2.83 -3.29
C -2.16 4.68 0.76
N -2.58 3.30 0.41
C -2.35 2.36 1.54
C -2.00 2.77 -0.90
C -0.50 2.67 -0.90
C 0.24 3.81 -1.20
C 1.63 3.81 -1.22
C 2.31 2.64 -0.95
C 1.58 1.48 -0.66
C 0.18 1.46 -0.69
H -2.70 5.00 1.65
H -2.38 5.34 -0.07
H -1.09 4.68 0.96
H -3.59 3.34 0.25
H -1.29 2.35 1.75
H -2.70 1.37 1.26
H -2.89 2.72 2.42
H -2.36 3.45 -1.66
H -2.48 1.81 -1.04
H -0.28 4.73 -1.45
H 2.17 4.71 -1.47
H 3.39 2.61 -0.94
H 2.15 0.57 -0.44
```

energy above the lowest of the compared OMol25 structures with the same formula, charge and spin	70.8	kJ/mol
E_tot	-50117.1536	eV
HOMO level (spin up / spin down)	-14.581 / -14.581	eV
charge	+2

ORCA calculation (ωB97M-V with the def2-TZVPD basis set) on an isolated ion of composition C4H6BO4 and charge -1.

```
15
Properties=species:S:1:pos:R:3
B 0.78 0.23 -1.22
C 1.02 -1.41 0.21
C -2.05 0.61 1.34
C -0.67 0.34 1.35
C 0.86 0.10 0.47
O 0.94 -2.32 1.05
O 1.04 -1.54 -1.06
O -0.51 0.43 -1.89
O 1.88 0.91 -1.86
H -2.56 0.51 0.39
H -2.46 0.55 2.31
H -0.34 0.55 2.37
H 1.49 0.57 1.14
H -1.00 -0.36 -1.77
H 1.60 0.82 -2.81
```

energy above the lowest of the compared OMol25 structures with the same formula, charge and spin	68.0	kJ/mol
E_tot	-13114.0751	eV
HOMO level	-4.792	eV
charge	-1

ORCA calculation (ωB97M-V with the def2-TZVPD basis set) on a 2-piece molecular cluster, C5H11NO2 overall.

```
19
Properties=species:S:1:pos:R:3
O -0.77 -2.28 0.76
C 0.04 -1.47 0.43
N -0.12 -0.08 0.60
C -1.49 0.37 0.60
C -1.77 1.09 -0.78
C -0.35 1.48 -1.28
C 0.64 0.80 -0.30
H 1.00 -1.80 0.05
H -2.17 -0.47 0.75
H -1.69 1.07 1.42
H -2.47 1.88 -0.50
H -2.21 0.44 -1.54
H -0.19 2.55 -1.28
H -0.17 1.07 -2.26
H 1.04 1.59 0.36
H 1.38 0.23 -0.83
O 2.97 -2.50 1.36
H 2.67 -1.64 1.69
H 3.67 -2.32 0.74
```

energy above the lowest of the compared OMol25 structures with the same formula, charge and spin	105.3	kJ/mol
E_tot	-10948.1758	eV
HOMO level	-9.495	eV
SMILES	O=CN1CCCC1.O

ORCA calculation (ωB97M-V with the def2-TZVPD basis set) on a 2-piece molecular cluster, C4H8O2 overall.

```
14
Properties=species:S:1:pos:R:3
O 1.08 -2.03 -0.82
C 1.01 -0.84 -1.56
C 0.13 0.31 -1.22
C 1.41 0.49 -1.01
H 0.58 -1.94 0.00
H 1.21 -1.09 -2.60
H -0.88 0.70 -1.18
H 2.20 1.14 -0.68
C -1.41 0.73 1.61
O -0.66 -0.45 1.40
H -2.24 0.81 0.90
H -0.79 1.63 1.51
H -1.82 0.71 2.62
H 0.19 -0.18 1.04
```

energy above the lowest of the compared OMol25 structures with the same formula, charge and spin	385.7	kJ/mol
E_tot	-8369.2844	eV
HOMO level	-9.692	eV
SMILES	OC1C=C1.CO